DFT (ωB97M-V/def2-TZVPD) results for C34H53ClN2O4 in the gas phase at a distorted geometry.

Structure (ORCA input):
```
! wB97M-V def2-TZVPD RIJCOSX def2/J DEFGRID3
* xyz 0 1
C 0.54 -1.61 3.96
C 0.81 -2.52 3.22
C 1.19 -3.60 2.29
C 1.41 -3.09 0.88
C 0.50 -3.44 -0.14
C -0.72 -4.29 0.11
C -1.95 -3.41 0.33
C -3.19 -4.19 0.75
C -4.30 -3.27 1.28
C -5.23 -2.70 0.20
C -6.70 -2.66 0.62
C -7.64 -2.24 -0.53
C -8.22 -0.86 -0.34
O -9.12 -0.90 0.75
C -10.03 0.17 0.80
C 0.68 -2.96 -1.44
N -0.23 -3.32 -2.47
C 1.78 -2.16 -1.68
C 2.66 -1.81 -0.67
C 2.52 -2.25 0.63
C 3.50 -1.85 1.70
C 3.44 -0.35 2.08
C 4.82 0.32 2.18
C 4.80 1.80 1.81
C 3.76 2.64 2.54
C 3.68 4.08 1.98
C 2.29 4.46 1.45
C 2.35 5.44 0.26
C 1.21 6.47 0.26
C -0.05 5.89 -0.36
O -1.20 6.62 0.04
C -2.08 6.93 -1.01
C 3.69 -0.93 -1.26
O 4.61 -0.39 -0.71
N 3.43 -0.82 -2.67
C 4.60 -1.19 -3.48
C 5.57 -0.04 -3.85
C 5.73 0.05 -5.36
Cl 5.00 1.56 -3.29
C 2.24 -1.54 -2.93
O 1.71 -1.58 -4.01
H 0.20 -0.84 4.59
H 0.45 -4.38 2.34
H 2.12 -4.04 2.66
H -0.86 -4.94 -0.75
H -0.57 -4.92 0.98
H -1.69 -2.70 1.12
H -2.14 -2.82 -0.57
H -2.94 -4.90 1.53
H -3.59 -4.70 -0.13
H -3.86 -2.45 1.85
H -4.91 -3.83 2.00
H -5.14 -3.26 -0.74
H -4.94 -1.67 -0.03
H -7.00 -3.63 1.01
H -6.83 -1.95 1.43
H -7.14 -2.31 -1.50
H -8.48 -2.93 -0.57
H -7.40 -0.16 -0.10
H -8.73 -0.51 -1.24
H -10.92 -0.16 1.33
H -10.34 0.49 -0.20
H -9.61 1.04 1.33
H 0.26 -3.42 -3.35
H -0.95 -2.61 -2.60
H 3.28 -2.42 2.60
H 4.51 -2.11 1.40
H 2.78 0.20 1.41
H 2.99 -0.29 3.07
H 5.51 -0.18 1.50
H 5.23 0.19 3.18
H 5.79 2.23 2.02
H 4.66 1.88 0.73
H 4.03 2.66 3.60
H 2.78 2.18 2.46
H 3.99 4.78 2.75
H 4.38 4.15 1.14
H 1.70 4.91 2.26
H 1.78 3.55 1.12
H 2.30 4.85 -0.65
H 3.29 5.98 0.30
H 0.96 6.70 1.30
H 1.50 7.38 -0.25
H 0.03 5.89 -1.45
H -0.16 4.85 -0.03
H -2.84 7.61 -0.62
H -2.58 6.03 -1.39
H -1.57 7.44 -1.83
H 5.18 -1.93 -2.92
H 4.27 -1.66 -4.40
H 6.53 -0.21 -3.38
H 4.79 0.38 -5.80
H 6.49 0.78 -5.64
H 5.98 -0.92 -5.78
*
```

Summary:
LUMO level	-0.26	eV
ΔE to the lowest compared entry with this formula, charge and spin	0.000	eV

Charges in e, computed with Mulliken, in the same order as the atoms: -0.23 -0.10 -1.62 0.41 0.41 -1.69 -0.30 -0.68 -0.83 -0.58 -0.69 -0.81 -0.63 -0.29 -0.73 0.10 -0.52 -0.32 1.78 -0.44 -1.26 -0.90 -0.93 -0.91 -0.66 -0.90 -0.37 -0.78 -0.67 -0.42 -0.34 -0.71 -0.29 -0.53 0.41 -0.81 0.28 -1.53 -0.21 0.09 -0.66 0.44 0.25 0.63 0.50 0.44 0.47 0.20 0.38 0.24 0.44 0.52 0.38 0.17 0.38 0.32 0.47 0.29 0.29 0.49 0.23 0.32 0.27 0.30 0.23 0.57 0.62 0.40 0.54 0.40 0.55 0.38 0.38 0.33 0.44 0.28 0.53 0.29 0.33 0.25 0.47 0.33 0.28 0.38 0.20 0.25 0.29 0.32 0.24 0.59 0.38 0.39 0.38 0.39